## 1
# C4H4IN

C4H4IN as an isolated structure (wB97M-V/def2-TZVPD, OMol25).

Its frontier orbital gap (alpha / beta) is 6.43 / 6.44 eV. As for the multiplicity: 1.

Cartesian coordinates (Å):
C1 1.047 -2.968 0.903
C2 0.152 -2.996 0.063
C3 0.754 -0.454 0.420
C4 0.306 0.986 0.312
N1 2.023 -2.756 1.732
I1 2.247 -0.715 1.816
H1 -0.844 -3.007 -0.256
H2 -0.587 0.902 0.940
H3 1.131 1.638 0.664
H4 0.049 1.154 -0.772

How is the electron density shared among the atoms? According to natural (NBO), the charges in e are:
1 C 0.116
2 C -0.298
3 C -0.094
4 C -0.815
5 N -0.718
6 I 0.836
7 H 0.225
8 H 0.272
9 H 0.224
10 H 0.252

=====

## 2
# C4H4IN

One molecule with the formula C4H4IN (wB97M-V/def2-TZVPD, OMol25).

Its frontier orbital gap is 10.08 eV. As for the multiplicity: 1. Its SMILES is C=C[C@@H](I)C#N.

Cartesian coordinates (Å):
C1 1.783 0.462 -0.278
C2 0.412 0.526 -0.142
C3 -1.098 -0.217 0.463
I1 -2.755 0.979 0.042
C4 -1.080 -1.501 -0.061
N1 -1.099 -2.469 -0.606
H1 2.275 -0.379 0.050
H2 2.416 1.325 -0.416
H3 0.084 1.429 -0.564
H4 -0.937 -0.155 1.514

How is the electron density shared among the atoms? According to natural (NBO), the charges in e are:
1 C -0.380
2 C -0.144
3 C -0.480
4 I 0.216
5 C 0.217
6 N -0.272
7 H 0.186
8 H 0.220
9 H 0.170
10 H 0.267

=====

Which of them is the most stable, and which is the least stable? 2 and 1, in that order.

=====

## 1
# C4H12N4O

A 2-piece molecular cluster, C4H12N4O overall (wB97M-V/def2-TZVPD, OMol25).

Its frontier orbital gap is 8.48 eV. As for the multiplicity: 1. Its SMILES is CN(N)C(N)=O.[H]/N=C/C.

Cartesian coordinates (Å):
C1 2.628 -0.129 0.491
N1 1.360 -0.330 -0.183
N2 0.980 -1.637 -0.522
C2 0.419 0.649 -0.400
N3 0.781 1.925 -0.003
O1 -0.507 0.504 -1.261
H1 2.940 0.915 0.440
H2 2.564 -0.442 1.536
H3 3.393 -0.731 -0.003
H4 1.116 -2.249 0.279
H5 1.536 -1.969 -1.306
H6 0.063 2.599 -0.227
H7 1.137 2.028 0.936
H8 -2.281 2.196 0.451
N4 -2.737 1.309 0.261
C3 -1.964 0.305 0.121
C4 -2.506 -1.030 -0.290
H9 -1.023 0.137 0.875
H10 -2.957 -1.526 0.567
H11 -3.244 -0.884 -1.076
H12 -1.696 -1.640 -0.686

How is the electron density shared among the atoms? According to natural (NBO), the charges in e are:
1 C -0.428
2 N -0.297
3 N -0.621
4 C 0.803
5 N -0.830
6 O -0.645
7 H 0.222
8 H 0.191
9 H 0.211
10 H 0.350
11 H 0.357
12 H 0.409
13 H 0.382
14 H 0.324
15 N -0.752
16 C 0.262
17 C -0.677
18 H 0.063
19 H 0.218
20 H 0.224
21 H 0.233

=====

## 2
# C4H12N4O

A 2-piece molecular cluster, C4H12N4O overall (wB97M-V/def2-TZVPD, OMol25).

Its frontier orbital gap is 9.24 eV. As for the multiplicity: 1. Its SMILES is [H]/N=C(\C)NN.CC(N)=O.

Cartesian coordinates (Å):
H1 1.355 -1.790 -0.963
N1 1.050 -0.830 -0.850
C1 1.466 -0.283 0.234
C2 2.501 -0.864 1.173
N2 1.283 1.068 0.396
N3 0.788 1.933 -0.600
H2 2.265 -0.610 2.205
H3 2.554 -1.944 1.058
H4 3.485 -0.458 0.941
H5 1.774 1.551 1.133
H6 0.813 1.405 -1.474
H7 -0.196 2.112 -0.371
C3 -1.882 -0.008 -1.388
C4 -2.047 0.348 0.064
N4 -2.419 -0.713 0.869
O1 -1.965 1.474 0.518
H8 -2.529 -0.830 -1.683
H9 -0.839 -0.320 -1.528
H10 -2.043 0.867 -2.012
H11 -2.747 -0.502 1.799
H12 -2.666 -1.606 0.479

How is the electron density shared among the atoms? According to natural (NBO), the charges in e are:
1 H 0.348
2 N -0.798
3 C 0.442
4 C -0.678
5 N -0.448
6 N -0.658
7 H 0.222
8 H 0.223
9 H 0.233
10 H 0.381
11 H 0.364
12 H 0.382
13 C -0.763
14 C 0.698
15 N -0.835
16 O -0.641
17 H 0.212
18 H 0.296
19 H 0.233
20 H 0.398
21 H 0.390

=====

## 3
# C4H12N4O

C4H12N4O as an isolated structure (wB97M-V/def2-TZVPD, OMol25).

Its frontier orbital gap is 9.22 eV. As for the multiplicity: 1.

Cartesian coordinates (Å):
C1 1.399 0.258 -0.338
C2 -1.732 -1.684 0.775
N1 0.203 -0.170 -0.899
C3 -1.049 0.367 -0.511
N2 1.615 1.614 -0.314
N3 2.473 -0.559 -0.665
N4 -1.195 1.719 -0.890
C4 -1.969 -0.342 0.148
O1 1.422 -0.460 1.422
H1 0.743 -0.284 2.082
H2 0.198 -1.173 -1.015
H3 2.355 1.869 0.325
H4 0.770 2.163 -0.193
H5 3.347 -0.052 -0.628
H6 2.475 -1.243 0.123
H7 -0.952 1.879 -1.860
H8 -2.111 2.090 -0.675
H9 -2.951 0.101 0.271
H10 -2.287 -1.764 1.711
H11 -0.675 -1.832 1.005
H12 -2.078 -2.497 0.128

How is the electron density shared among the atoms? According to natural (NBO), the charges in e are:
1 C 0.758
2 C -0.656
3 N -0.640
4 C 0.320
5 N -0.830
6 N -0.850
7 N -0.842
8 C -0.288
9 O -1.064
10 H 0.449
11 H 0.410
12 H 0.392
13 H 0.412
14 H 0.372
15 H 0.431
16 H 0.382
17 H 0.383
18 H 0.196
19 H 0.218
20 H 0.239
21 H 0.208

=====

## 4
# C4H12N4O

C4H12N4O as an isolated structure (wB97M-V/def2-TZVPD, OMol25).

Its frontier orbital gap is 8.75 eV. As for the multiplicity: 1.

Cartesian coordinates (Å):
C1 1.536 -1.268 1.070
C2 1.166 0.091 0.465
N1 0.744 -0.189 -1.196
O1 2.024 1.020 0.576
H1 1.117 0.626 -1.676
H2 1.113 -1.046 -1.602
H3 0.786 -2.051 0.914
H4 1.666 -1.140 2.145
H5 2.483 -1.598 0.641
C3 -0.995 -0.012 -0.570
N2 -1.673 0.923 -1.293
N3 -1.557 -1.279 -0.548
N4 -0.436 1.946 0.838
C4 -0.364 0.500 0.737
H6 -1.414 1.875 -1.045
H7 -1.970 0.726 -2.235
H8 -1.875 -1.652 -1.431
H9 -1.080 -1.963 0.021
H10 -1.005 2.249 1.617
H11 0.535 2.257 0.974
H12 -0.800 -0.015 1.596

How is the electron density shared among the atoms? According to natural (NBO), the charges in e are:
1 C -0.669
2 C 0.522
3 N -0.835
4 O -0.800
5 H 0.393
6 H 0.374
7 H 0.172
8 H 0.228
9 H 0.222
10 C 0.547
11 N -0.830
12 N -0.820
13 N -0.875
14 C -0.180
15 H 0.429
16 H 0.383
17 H 0.379
18 H 0.386
19 H 0.367
20 H 0.415
21 H 0.191

=====

Which of them is the most stable, and which is the least stable? 2 and 1, in that order.

=====

## 1
# C2H2ClFNO2

An isolated ion of composition C2H2ClFNO2 and charge -1 (wB97M-V/def2-TZVPD, OMol25).

Its frontier orbital gap is 9.25 eV. As for the multiplicity: 1. Its SMILES is O=C([O-])N[C@H](F)Cl. Its net charge is -1.

Cartesian coordinates (Å):
O1 -0.709 1.702 1.675
C1 -0.220 1.534 0.604
O2 0.342 2.252 -0.196
N1 -0.294 -0.122 0.310
C2 0.281 -0.846 -0.572
F1 -0.480 -1.517 -1.570
Cl1 1.166 -2.381 0.044
H1 -1.023 -0.362 0.988
H2 0.936 -0.260 -1.283

How is the electron density shared among the atoms? According to natural (NBO), the charges in e are:
1 O -0.725
2 C 0.934
3 O -0.724
4 N -0.788
5 C 0.393
6 F -0.425
7 Cl -0.252
8 H 0.401
9 H 0.187

=====

## 2
# C2H2ClFNO2

A 2-piece molecular cluster, C2H2ClFNO2 overall (wB97M-V/def2-TZVPD, OMol25).

Its frontier orbital gap (alpha / beta) is 8.24 / 7.98 eV. As for the multiplicity: 1. Its net charge is -1.

Cartesian coordinates (Å):
C1 0.143 -0.219 -1.602
C2 -0.452 -0.382 1.482
N1 0.923 0.503 -0.556
O1 -0.261 0.415 -2.550
O2 0.119 -1.406 -1.345
F1 0.783 1.885 -0.719
Cl1 0.366 0.471 2.703
H1 -1.211 0.139 1.088
H2 -0.411 -1.406 1.499

How is the electron density shared among the atoms? According to natural (NBO), the charges in e are:
1 C 0.754
2 C -0.300
3 N 0.005
4 O -0.734
5 O -0.745
6 F -0.284
7 Cl -0.041
8 H 0.165
9 H 0.181

=====

Which of them is the most stable, and which is the least stable? 1 and 2, in that order.

=====

## 1
# C4H5ClFNS

One molecule with the formula C4H5ClFNS (wB97M-V/def2-TZVPD, OMol25).

Its frontier orbital gap (alpha / beta) is 7.34 / 7.34 eV. As for the multiplicity: 1. Its SMILES is CN1CSC(Cl)=C1F.

Cartesian coordinates (Å):
C1 0.224 0.756 1.543
N1 -0.237 0.312 0.205
C2 0.297 0.897 -0.997
S1 0.584 -0.432 -2.230
C3 0.013 -1.729 -1.125
Cl1 -0.664 -3.184 -1.671
C4 -0.770 -0.856 0.003
F1 -1.335 -1.578 1.005
H1 -0.592 1.373 2.016
H2 0.609 -0.199 2.038
H3 1.063 1.515 1.362
H4 -0.428 1.816 -1.329
H5 1.236 1.309 -0.820

How is the electron density shared among the atoms? According to natural (NBO), the charges in e are:
1 C -0.426
2 N -0.446
3 C -0.309
4 S 0.222
5 C -0.449
6 Cl 0.045
7 C 0.600
8 F -0.311
9 H 0.223
10 H 0.234
11 H 0.214
12 H 0.197
13 H 0.206

=====

## 2
# C4H5ClFNS

One molecule with the formula C4H5ClFNS (wB97M-V/def2-TZVPD, OMol25).

Its frontier orbital gap is 8.03 eV. As for the multiplicity: 1.

Cartesian coordinates (Å):
C1 -1.235 0.262 -1.241
C2 0.838 1.969 -0.038
C3 0.915 -0.661 -0.743
C4 -0.716 -0.849 0.954
N1 -0.469 -0.383 -0.390
F1 -2.417 0.430 -0.768
S1 1.992 0.738 -0.216
Cl1 1.280 3.412 0.528
H1 1.110 -1.490 -0.114
H2 1.123 -0.764 -1.847
H3 -1.784 -0.788 1.021
H4 -0.318 -1.777 1.283
H5 -0.320 -0.100 1.568

How is the electron density shared among the atoms? According to natural (NBO), the charges in e are:
1 C 0.424
2 C -0.421
3 C -0.322
4 C -0.448
5 N -0.456
6 F -0.340
7 S 0.326
8 Cl 0.124
9 H 0.214
10 H 0.252
11 H 0.230
12 H 0.208
13 H 0.208

=====

Which of them is the most stable, and which is the least stable? 1 and 2, in that order.

=====

## 1
# CBrCl2NO2

A 2-piece molecular cluster, CBrCl2NO2 overall (wB97M-V/def2-TZVPD, OMol25).

Its frontier orbital gap (alpha / beta) is 9.21 / 7.25 eV. As for the multiplicity: 1.

Cartesian coordinates (Å):
C1 0.893 -1.079 0.432
N1 -1.165 1.342 -0.712
O1 -0.474 1.390 0.257
O2 -1.948 1.965 -1.319
Cl1 0.003 -1.953 1.648
Cl2 2.529 -0.651 0.921
Br1 0.162 -1.013 -1.227

How is the electron density shared among the atoms? According to natural (NBO), the charges in e are:
1 C -0.308
2 N 0.521
3 O -0.295
4 O -0.258
5 Cl 0.053
6 Cl 0.066
7 Br 0.221

=====

## 2
# CBrCl2NO2

CBrCl2NO2 as an isolated structure (wB97M-V/def2-TZVPD, OMol25).

Its frontier orbital gap is 10.53 eV. As for the multiplicity: 1.

Cartesian coordinates (Å):
C1 0.046 0.675 0.169
N1 -0.086 -1.135 -0.183
O1 0.456 -1.736 0.658
O2 -0.664 -1.377 -1.199
Cl1 -0.984 1.519 -1.020
Cl2 1.708 1.097 -0.343
Br1 -0.476 0.956 1.918

How is the electron density shared among the atoms? According to natural (NBO), the charges in e are:
1 C -0.256
2 N 0.572
3 O -0.303
4 O -0.312
5 Cl 0.048
6 Cl 0.044
7 Br 0.207

=====

Which of them is the most stable, and which is the least stable? 2 and 1, in that order.

=====

## 1
# C14H19N3O4

A 2-piece molecular cluster, C14H19N3O4 overall (wB97M-V/def2-TZVPD, OMol25).

Its frontier orbital gap is 6.13 eV. As for the multiplicity: 1. Its SMILES is O=[N+]([O-])/C=C/c1ccc([N+](=O)[O-])cc1.CN1CCCCC1.

Cartesian coordinates (Å):
O1 4.395 2.010 -1.322
N1 3.830 1.015 -0.794
O2 3.924 -0.151 -1.273
C1 3.052 1.124 0.362
C2 2.550 0.007 0.972
C3 1.753 0.015 2.179
C4 1.334 -1.211 2.786
C5 0.567 -1.224 3.931
C6 0.186 -0.005 4.528
N2 -0.607 -0.010 5.708
O3 -0.927 1.089 6.217
O4 -0.953 -1.113 6.190
C7 0.586 1.218 3.965
C8 1.357 1.231 2.816
H1 2.911 2.132 0.745
H2 2.801 -0.977 0.570
H3 1.637 -2.152 2.320
H4 0.238 -2.150 4.396
H5 0.275 2.139 4.450
H6 1.663 2.186 2.390
C9 0.851 -0.265 -2.595
N3 -0.562 -0.258 -2.855
C10 -1.217 -1.475 -2.440
C11 -2.687 -1.515 -2.842
C12 -3.420 -0.256 -2.380
C13 -2.685 1.003 -2.840
C14 -1.215 0.961 -2.436
H7 1.314 0.638 -3.015
H8 1.088 -0.293 -1.514
H9 1.309 -1.151 -3.056
H10 -0.671 -2.318 -2.887
H11 -1.162 -1.579 -1.334
H12 -2.753 -1.591 -3.934
H13 -3.135 -2.410 -2.403
H14 -4.437 -0.254 -2.779
H15 -3.480 -0.257 -1.285
H16 -2.750 1.081 -3.932
H17 -3.133 1.899 -2.400
H18 -1.161 1.063 -1.330
H19 -0.665 1.805 -2.880

How is the electron density shared among the atoms? According to natural (NBO), the charges in e are:
1 O -0.360
2 N 0.467
3 O -0.396
4 C -0.110
5 C -0.095
6 C -0.087
7 C -0.179
8 C -0.161
9 C 0.029
10 N 0.494
11 O -0.368
12 O -0.367
13 C -0.177
14 C -0.126
15 H 0.227
16 H 0.253
17 H 0.229
18 H 0.257
19 H 0.255
20 H 0.211
21 C -0.398
22 N -0.446
23 C -0.210
24 C -0.403
25 C -0.398
26 C -0.403
27 C -0.210
28 H 0.203
29 H 0.148
30 H 0.206
31 H 0.202
32 H 0.144
33 H 0.202
34 H 0.208
35 H 0.211
36 H 0.192
37 H 0.202
38 H 0.208
39 H 0.144
40 H 0.202

=====

## 2
# C14H19N3O4

C14H19N3O4 as an isolated structure (wB97M-V/def2-TZVPD, OMol25).

Its frontier orbital gap is 8.79 eV. As for the multiplicity: 1.

Cartesian coordinates (Å):
C1 5.836 0.472 0.505
C2 4.733 -0.397 0.231
C3 4.850 -1.682 0.289
C4 3.650 -2.632 0.127
C5 2.368 -2.239 -0.254
C6 2.136 -0.774 -0.128
C7 3.216 0.010 0.157
N1 3.049 1.579 -0.160
O1 3.882 2.311 -0.563
O2 2.044 1.889 0.399
C8 0.807 0.098 -0.586
O3 0.596 0.400 -1.835
N2 -0.073 -0.357 0.225
H1 0.184 -0.339 1.317
C9 -1.424 0.364 0.010
C10 -2.563 -0.693 0.578
N3 -3.763 -0.392 0.048
C11 -4.776 -1.387 -0.028
C12 -5.943 -0.712 -0.772
O4 -6.637 0.250 0.199
C13 -5.746 1.266 0.118
C14 -4.495 0.908 0.981
H2 -3.700 1.776 0.925
H3 -4.625 0.500 2.027
H4 -6.187 2.183 0.603
H5 -5.414 1.731 -0.790
H6 -6.781 -1.801 -0.754
H7 -5.814 -0.280 -1.754
H8 -4.397 -2.134 -0.653
H9 -4.912 -1.824 0.950
H10 -2.229 -1.468 -0.136
H11 -2.520 -0.914 1.409
H12 -1.500 1.312 0.781
H13 -1.504 0.543 -0.934
H14 1.455 -2.768 -0.248
H15 3.757 -3.467 0.257
H16 5.687 -2.199 0.338
H17 6.613 -0.097 1.068
H18 6.057 0.959 -0.515
H19 5.473 1.423 1.200

How is the electron density shared among the atoms? According to natural (NBO), the charges in e are:
1 C -0.655
2 C 0.006
3 C -0.218
4 C -0.076
5 C -0.218
6 C -0.089
7 C 0.053
8 N 0.557
9 O -0.342
10 O -0.391
11 C 0.685
12 O -0.630
13 N -0.613
14 H 0.411
15 C -0.175
16 C -0.178
17 N -0.429
18 C -0.267
19 C -0.061
20 O -0.517
21 C -0.111
22 C -0.270
23 H 0.204
24 H 0.196
25 H 0.183
26 H 0.184
27 H 0.173
28 H 0.213
29 H 0.200
30 H 0.179
31 H 0.187
32 H 0.128
33 H 0.179
34 H 0.212
35 H 0.227
36 H 0.139
37 H 0.200
38 H 0.233
39 H 0.259
40 H 0.233

=====

Which of them is the most stable, and which is the least stable? 1 and 2, in that order.